C12H32BNO10S | ωB97M-V with the def2-TZVPD basis set

The geometry in ORCA input format:
```
! RIJCOSX wB97M-V def2-TZVPD def2/J DEFGRID3
* xyz 0 1
N -7.202 -0.603 1.147
B -6.435 -0.081 -0.083
O -6.802 -0.607 -1.445
O -5.377 0.948 -0.047
S -4.777 1.213 1.526
O -4.938 2.731 1.794
O -3.094 0.952 1.434
H -7.411 -1.637 1.010
H -8.165 -0.150 1.130
H -6.387 0.044 -2.114
H -2.870 0.583 0.530
C 1.655 -2.387 -0.635
O 0.663 -2.685 -1.605
C -0.515 -3.244 -1.021
C -1.724 -3.014 -1.930
O -2.243 -1.679 -1.849
C -1.460 -0.664 -2.492
C -1.534 -0.727 -4.021
O -0.668 -1.749 -4.518
C -1.044 -2.192 -5.809
H 1.984 -3.299 -0.132
H 2.509 -1.933 -1.146
H 1.270 -1.666 0.093
H -0.707 -2.795 -0.041
H -0.344 -4.318 -0.900
H -2.535 -3.663 -1.581
H -1.520 -3.296 -2.965
H -0.430 -0.673 -2.130
H -1.899 0.286 -2.172
H -1.196 0.225 -4.443
H -2.568 -0.916 -4.328
H -2.060 -2.600 -5.795
H -0.359 -2.985 -6.117
H -0.980 -1.368 -6.529
C 6.508 2.501 2.198
O 5.098 2.601 2.063
C 4.635 2.084 0.815
C 3.167 1.665 0.920
O 2.988 0.404 1.579
C 3.177 0.409 3.001
C 2.035 1.100 3.755
O 2.193 2.519 3.701
C 0.974 3.204 3.922
H 7.008 3.098 1.431
H 6.786 2.881 3.185
H 6.823 1.455 2.133
H 5.237 1.222 0.510
H 4.739 2.880 0.070
H 2.786 1.519 -0.096
H 2.550 2.441 1.379
H 4.153 0.819 3.268
H 3.186 -0.645 3.295
H 2.063 0.805 4.810
H 1.077 0.802 3.318
H 0.235 2.926 3.163
H 1.160 4.277 3.844
H 0.587 2.982 4.923
*
```

Results
Frontier orbital gap = 9.4531 eV
HOMO energy = -0.3393 hartree

Results of the natural (NBO) charge analysis, in e, for atoms 1 through 2: N -1.17; B 1.25

C24H43ClIrN4O2 | ωB97M-V with the def2-TZVPD basis set

The geometry in ORCA input format:
```
! RIJCOSX wB97M-V def2-TZVPD def2/J DEFGRID3
* xyz -2 6
Ir -0.194 0.063 1.393
Cl 1.000 0.301 -0.479
C 0.395 1.211 5.228
C 0.192 1.015 3.003
N 0.797 0.496 4.133
H -0.946 2.978 5.310
N -0.519 2.093 3.449
H 0.724 1.011 6.232
C 1.828 -0.558 4.119
C 2.405 -0.745 5.505
C 1.241 -1.902 3.768
H 1.633 -1.089 6.210
H 3.158 -1.543 5.439
H 2.908 0.143 5.898
H 3.604 -1.021 3.049
H 3.425 0.709 3.372
H 0.944 -1.959 2.723
C 2.882 -0.197 3.087
H 0.380 -2.121 4.409
H 2.018 -2.671 3.926
H 2.463 -0.082 2.077
C -0.440 2.175 4.804
C -2.795 2.720 2.832
H -3.068 2.730 3.893
H -3.407 3.466 2.307
C -1.323 3.052 2.663
H -1.463 3.737 0.656
C -1.152 4.458 3.205
H -0.109 4.787 3.195
H -3.016 1.734 2.424
H -1.149 2.011 0.757
H -1.582 4.572 4.206
H -1.714 5.144 2.559
C -0.898 2.986 1.219
H 0.162 3.212 1.104
C 0.771 -2.056 -5.533
N 0.715 -2.016 -4.148
H -0.074 -0.663 -6.989
N -0.339 -0.290 -4.846
H 1.256 -2.822 -6.113
C 1.461 -2.885 -3.242
C 1.717 -4.215 -3.911
C 2.783 -2.192 -2.940
H 2.350 -4.097 -4.798
H 2.263 -4.860 -3.210
H 0.783 -4.722 -4.181
H 1.249 -3.644 -1.264
H -0.296 -3.540 -2.156
H 2.601 -1.279 -2.360
C 0.660 -3.039 -1.964
H 3.309 -1.959 -3.876
H 3.410 -2.873 -2.354
H 0.479 -2.064 -1.504
C 0.101 -0.967 -5.973
C 0.201 2.037 -4.610
H 0.955 1.925 -5.400
H -0.202 3.053 -4.667
C -0.936 1.047 -4.830
H -2.253 2.139 -3.558
C -1.615 1.319 -6.155
H -2.418 0.598 -6.353
H 0.649 1.877 -3.621
H -1.399 0.796 -2.740
H -0.886 1.315 -6.975
H -2.060 2.323 -6.130
C -1.899 1.107 -3.662
H -2.769 0.465 -3.840
C 0.072 -0.910 -3.721
C -3.172 -1.998 3.258
C -2.230 -1.279 2.323
O -2.425 -0.160 1.729
O -1.083 -1.804 2.140
H -4.209 -1.678 3.142
H -2.822 -1.822 4.284
H -3.082 -3.078 3.069
*
```

Results
Energy relative to the best compared isomer or geometry (same formula, charge and spin) = 0.0 kcal/mol
Frontier orbital gap (spin up / spin down) = 1.4883 / 6.6185 eV
HOMO energy (spin up / spin down) = 0.0942 / -0.1224 hartree

Results of the Mulliken charge analysis, in e, for atoms 1 through 2: Ir 0.15; Cl -0.46

C14H37BrCuO13S4 | ωB97M-V with the def2-TZVPD basis set

The geometry in ORCA input format:
```
! RIJCOSX wB97M-V def2-TZVPD def2/J DEFGRID3
* xyz 0 2
Cu -1.168 -0.324 0.369
Br -1.814 0.038 3.010
C -4.034 -1.592 -2.743
C -4.281 -0.993 -1.370
O -3.109 -0.602 -0.703
H -3.444 -0.896 -3.339
H -4.946 -1.770 -3.312
H -3.531 -2.558 -2.708
H -4.740 -1.784 -0.777
H -5.037 -0.209 -1.424
O -0.221 -0.702 -1.599
S 0.179 -1.326 -2.866
O -0.820 -1.977 -3.732
O 1.062 -0.223 -3.757
C 1.828 0.721 -3.072
C 2.825 1.489 -3.923
C 1.441 -2.572 -2.368
H 2.411 0.159 -2.341
H 1.227 1.462 -2.546
H 3.265 2.211 -3.235
H 2.385 2.060 -4.741
H 3.549 0.847 -4.424
H 2.201 -1.963 -1.878
H 1.968 -2.988 -3.227
H 0.998 -3.264 -1.652
O -0.067 3.392 -1.570
S -0.832 3.219 -0.348
O -1.262 1.894 0.105
O -0.013 4.005 0.885
C -0.487 3.868 2.250
C -0.066 5.070 3.048
C -2.293 4.341 -0.508
H -0.172 2.876 2.574
H -1.563 3.713 2.330
H 0.898 4.844 3.503
H -0.661 5.238 3.945
H -0.048 6.046 2.563
H -2.115 5.412 -0.608
H -2.963 4.242 0.346
H -2.908 4.037 -1.355
O 0.901 0.004 0.894
S 2.270 0.494 0.916
O 3.258 -0.230 0.150
O 2.227 2.051 0.466
C 3.381 2.570 -0.229
C 3.071 4.096 -0.369
C 2.956 0.775 2.660
H 3.626 1.959 -1.097
H 4.261 2.532 0.414
H 2.529 4.389 -1.268
H 3.943 4.747 -0.313
H 2.391 4.474 0.395
H 2.101 1.138 3.230
H 3.871 1.367 2.624
H 3.326 -0.178 3.038
O -0.599 -2.508 0.580
S -1.068 -3.903 0.689
O -0.824 -4.870 -0.401
O -0.523 -4.570 2.113
C -0.759 -5.949 2.391
C 0.029 -6.225 3.654
C -2.908 -4.030 1.067
H -0.353 -6.565 1.589
H -1.755 -6.223 2.738
H -0.184 -7.245 3.974
H -0.301 -5.541 4.435
H 1.084 -6.006 3.488
H -2.956 -4.072 2.155
H -3.416 -4.852 0.561
H -3.224 -3.073 0.653
*
```

Results
Energy relative to the best compared isomer or geometry (same formula, charge and spin) = 68.8 kcal/mol
Frontier orbital gap (spin up / spin down) = 7.7936 / 5.8676 eV
HOMO energy (spin up / spin down) = -0.2745 / -0.2630 hartree

Results of the natural (NBO) charge analysis, in e, for atoms 1 through 2: Cu 1.08; Br -0.87

C32H27N6O7Ru | ωB97M-V with the def2-TZVPD basis set

The geometry in ORCA input format:
```
! RIJCOSX wB97M-V def2-TZVPD def2/J DEFGRID3
* xyz 0 2
Ru -1.050 0.473 0.864
O -4.118 0.108 -3.851
C -3.304 1.137 -4.135
C -3.279 1.638 -5.437
C -2.421 2.660 -5.786
C -1.571 3.221 -4.842
C -1.608 2.761 -3.546
C -2.461 1.721 -3.175
C -2.367 1.255 -1.781
O -1.627 1.867 -0.982
N -3.021 0.129 -1.462
N -2.794 -0.311 -0.231
C -3.121 -1.538 0.076
C -2.892 -2.151 1.332
C -2.983 -3.553 1.424
C -2.753 -4.214 2.601
C -2.490 -3.486 3.772
C -2.407 -2.124 3.739
C -2.567 -1.386 2.524
O -2.457 -0.125 2.529
H -3.971 -0.135 -2.906
H -3.947 1.200 -6.163
H -2.407 3.017 -6.805
H -0.890 4.009 -5.119
H -0.971 3.181 -2.783
H -3.566 -2.159 -0.705
H -3.222 -4.112 0.530
H -2.793 -5.292 2.641
H -2.352 -4.016 4.703
H -2.225 -1.548 4.635
O 2.433 -5.551 -0.113
C 1.324 -5.230 -0.922
C 0.900 -3.813 -0.654
C 0.165 -3.076 -1.596
C -0.200 -1.783 -1.292
N 0.116 -1.184 -0.144
C 0.861 -1.869 0.761
C 1.233 -3.194 0.532
C 1.278 -1.133 1.940
C 2.512 -1.345 2.561
C 2.885 -0.561 3.635
C 4.225 -0.735 4.303
O 5.082 0.365 4.086
C 2.007 0.452 4.049
C 0.804 0.604 3.393
N 0.439 -0.173 2.379
H 2.749 -6.430 -0.343
H 0.479 -5.903 -0.701
H 1.571 -5.341 -1.986
H -0.092 -3.509 -2.549
H -0.753 -1.183 -2.007
H 1.790 -3.734 1.278
H 3.173 -2.107 2.180
H 4.690 -1.667 3.952
H 4.096 -0.794 5.387
H 5.195 0.495 3.138
H 2.272 1.102 4.866
H 0.085 1.365 3.675
O -0.987 2.579 1.648
N -0.252 3.377 1.003
N 0.651 2.907 0.238
O 0.887 1.643 0.071
C 1.440 3.825 -0.488
C 1.533 5.153 -0.085
C 2.337 6.018 -0.801
C 3.043 5.570 -1.908
C 2.934 4.249 -2.311
C 2.140 3.371 -1.599
H 0.980 5.489 0.776
H 2.422 7.048 -0.491
H 3.674 6.250 -2.459
H 3.471 3.896 -3.178
H 2.035 2.335 -1.883
*
```

Results
Energy relative to the best compared isomer or geometry (same formula, charge and spin) = 16.8 kcal/mol
Frontier orbital gap (spin up / spin down) = 5.8516 / 5.9033 eV
HOMO energy (spin up / spin down) = -0.2607 / -0.2597 hartree

Results of the Mulliken charge analysis, in e, for atoms 1 through 2: Ru 0.28; O -0.68

no.,maximum force (eV/Å)
1,5.440
2,3.040
3,3.424
4,3.532